The following is a DFT calculation (ωB97M-V/def2-TZVPD) of C3H2ErLiO3 as an isolated structure at a distorted geometry.

```
10
Properties=species:S:1:pos:R:3:forces:R:3
C 1.628957 -0.610557 -1.073983 -0.14 0.99 -0.72
C 0.561149 -0.847494 -0.328516 -0.14 -0.90 -0.28
O 0.061257 -1.860897 0.199583 -1.18 0.69 1.69
Er -1.191881 -2.168740 2.200577 0.67 0.89 -1.64
H 1.593836 0.086129 -1.897202 -0.01 0.33 0.12
H 2.591536 -1.047659 -0.859866 0.08 -0.26 0.28
O -0.348445 2.090678 -0.438043 0.09 -0.02 -1.13
C -0.744073 1.049751 -0.082695 -0.77 -1.23 3.92
Li -2.617298 2.582734 1.330056 0.48 -0.43 -0.31
O -1.535038 0.726056 0.950089 0.92 -0.08 -1.92
```
Positions in Å, forces in eV/Å.

As for the net charge: +2. Its spin multiplicity is 4. The LUMO energy (spin up / spin down) is -9.3543 / -9.3064 eV. For the calculated total energy, the calculation gives -1363.0740 hartree.


The following is a DFT calculation (ωB97M-V/def2-TZVPD) of C3H2F2I2 as an isolated structure at a distorted geometry.

```
9
Properties=species:S:1:pos:R:3:forces:R:3
C -1.007449 0.312405 1.216230 0.18 -0.35 -1.91
C 0.061423 0.538443 0.446123 -0.47 -2.05 -1.74
C 0.581070 -0.761123 -0.937022 -1.34 1.85 3.86
F -0.491188 -1.030551 -1.674477 0.28 0.23 -0.19
F 0.807743 -1.862281 -0.175206 0.37 0.50 -0.86
I 0.956988 2.349418 0.387356 0.67 0.75 0.16
I 2.255906 -0.053519 -2.047771 -0.34 -0.51 0.07
H -1.504660 0.988765 1.888514 0.54 0.42 0.30
H -1.659831 -0.481556 0.896253 0.11 -0.85 0.31
```
Positions in Å, forces in eV/Å.

For the energy above the lowest of the compared OMol25 structures with the same formula, charge and spin, the calculation gives 29.3 kcal/mol. The LUMO energy is -0.0821 eV. For the calculated total energy, the calculation gives -910.5355 hartree.


The following is a DFT calculation (ωB97M-V/def2-TZVPD) of one molecule with the formula C3H2F2S at a distorted geometry.

```
8
Properties=species:S:1:pos:R:3:forces:R:3
F 1.363453 1.299840 -0.000758 -0.21 -3.10 0.48
C 1.154858 -0.114068 0.109329 5.54 3.45 -2.65
F 2.365729 -0.640426 -0.294057 -2.58 0.31 1.60
C -0.034052 -0.591696 0.183629 -3.43 -4.91 2.10
C -1.108591 0.332526 0.053326 3.15 4.81 -2.11
S -2.603312 -0.002725 -0.153458 -3.01 -0.75 0.11
H -0.481847 -1.743328 0.438298 2.16 3.20 -1.10
H -0.656241 1.459874 -0.336307 -1.63 -3.00 1.57
```
Positions in Å, forces in eV/Å.

For the energy above the lowest of the compared OMol25 structures with the same formula, charge and spin, the calculation gives 41.2 kcal/mol. Its SMILES is FC(F)=CC=S. The LUMO energy is -0.8599 eV. For the calculated total energy, the calculation gives -713.3171 hartree.


The following is a DFT calculation (ωB97M-V/def2-TZVPD) of C3H2F2S2 as an isolated structure at a distorted geometry.

```
9
Properties=species:S:1:pos:R:3:forces:R:3
C -0.572082 0.613883 -0.482112 -1.15 -4.40 0.83
C -0.414512 -0.774294 -0.369516 1.04 2.89 -0.23
C -3.164337 0.091011 0.080132 0.87 -2.20 0.60
F -4.060056 -0.064596 -0.891501 0.75 0.27 0.18
F -3.856507 0.017180 1.236735 0.63 0.17 -0.79
S -1.984381 1.446533 0.049656 -1.36 -0.31 -0.28
S -1.745364 -1.830718 -0.107342 -1.13 2.32 0.12
H 0.243415 1.215275 -0.360361 2.21 1.51 -0.19
H 0.692646 -1.046576 -0.316178 -1.86 -0.27 -0.24
```
Positions in Å, forces in eV/Å.

For the energy above the lowest of the compared OMol25 structures with the same formula, charge and spin, the calculation gives 33.7 kcal/mol. The LUMO energy is -0.8096 eV. For the calculated total energy, the calculation gives -1111.5330 hartree.


The following is a DFT calculation (ωB97M-V/def2-TZVPD) of C3H2F6I2NO4PbS2Se3Te as an isolated structure at a distorted geometry.

```
25
Properties=species:S:1:pos:R:3:forces:R:3
Pb 2.165699 -0.052875 -2.063200 0.07 -0.44 -0.09
I 1.640325 3.199815 -1.404720 0.05 0.39 0.09
C -0.460257 2.925444 -1.332420 -0.05 -0.04 -0.03
I -1.396136 2.955031 -3.232663 0.00 -0.01 0.01
H -0.872586 3.729263 -0.737558 -0.01 0.00 -0.01
H -0.650144 1.960867 -0.878812 0.02 0.01 0.00
Se 4.888520 0.243898 -2.250705 -0.04 -0.02 0.00
Se 5.689499 -0.586811 -0.208893 -0.04 0.02 0.13
Te 4.527463 -2.792791 -0.058543 0.14 0.09 -0.21
Se 2.167489 -1.967686 -0.200490 0.35 -0.35 -0.16
F -0.227093 1.774227 3.368634 -0.02 -0.01 0.00
C -0.950058 0.972029 2.574007 0.05 0.02 0.13
F -1.694236 1.752938 1.789712 -0.01 -0.04 -0.02
F -1.764897 0.247649 3.345948 0.01 0.02 -0.02
S 0.209974 -0.115963 1.612232 -0.75 0.82 0.21
O 0.659460 0.801494 0.582408 0.29 -0.13 0.09
O 1.094662 -0.560112 2.636671 -0.04 -0.37 -0.19
N -0.734684 -1.245613 1.034446 0.18 0.23 -0.22
S -1.421469 -0.953469 -0.372642 -0.02 0.05 -0.08
O -2.435089 0.066278 -0.345442 0.00 -0.13 0.02
O -0.528121 -0.930470 -1.512864 -0.16 -0.06 0.25
C -2.306788 -2.557194 -0.544570 0.08 -0.08 0.21
F -1.444178 -3.563480 -0.655956 -0.03 0.00 -0.04
F -3.058752 -2.512638 -1.646579 0.00 0.01 -0.01
F -3.098604 -2.789829 0.501999 -0.05 0.03 -0.06
```
Positions in Å, forces in eV/Å.

As for the net charge: -1. For the energy above the lowest of the compared OMol25 structures with the same formula, charge and spin, the calculation gives 9.0 kcal/mol. The LUMO energy is 1.8708 eV. For the calculated total energy, the calculation gives -10127.5175 hartree.


The following is a DFT calculation (ωB97M-V/def2-TZVPD) of C3H2F9NaO10S3 as an isolated structure at a distorted geometry.

```
28
Properties=species:S:1:pos:R:3:forces:R:3
Na 0.417858 0.552843 0.142527 -0.53 -0.07 -0.24
C 0.804136 -2.898949 2.357073 -0.36 1.26 -0.40
F 2.110857 -3.046842 2.567482 0.44 -0.10 0.16
F 0.636817 -2.717579 1.037012 0.01 -0.26 -0.27
F 0.207317 -4.032854 2.688846 -0.23 -0.45 0.27
S 0.101835 -1.384720 3.245751 -1.22 -0.11 0.54
O 0.038309 -0.344724 2.228353 0.48 -0.19 -0.28
O -1.222341 -1.827749 3.672906 1.10 0.06 -0.14
O 1.078407 -1.136569 4.282997 -0.05 -0.16 0.04
C 3.659550 1.939304 -3.371322 -1.21 0.08 0.94
F 4.618693 2.869409 -3.468884 0.08 -0.30 -0.25
F 2.790355 2.111513 -4.388619 0.50 -0.05 0.07
F 4.192637 0.715203 -3.486962 0.22 0.35 -0.14
S 2.733721 2.130143 -1.734657 -0.38 0.49 1.52
O 2.011132 3.387261 -1.849044 0.63 -0.42 -0.52
O 1.853398 0.964024 -1.685249 0.41 0.03 -0.30
O 3.754588 2.127164 -0.686381 -0.19 -0.13 -1.13
C -3.479712 -1.742003 -0.120398 0.88 1.30 -0.06
F -4.325489 -1.713821 0.896946 -0.81 0.21 0.40
F -2.389943 -2.351297 0.324285 0.54 -0.48 -0.03
F -4.020874 -2.474406 -1.082909 -0.29 -0.58 -0.59
S -3.015921 -0.007976 -0.762307 -0.52 -0.60 -0.83
O -3.899233 0.202329 -1.899520 0.13 -0.15 0.51
O -3.301194 0.820284 0.391702 0.22 0.29 0.13
O -1.618397 -0.160245 -1.142324 -0.11 0.09 0.54
O -1.034929 2.485513 0.346284 0.08 0.40 0.27
H -1.976692 2.355925 0.556840 0.21 -0.49 -0.12
H -0.724887 3.178821 0.939574 -0.03 -0.07 -0.12
```
Positions in Å, forces in eV/Å.

As for the net charge: -2. For the energy above the lowest of the compared OMol25 structures with the same formula, charge and spin, the calculation gives 0.0 kcal/mol. The LUMO energy is 4.2146 eV. For the calculated total energy, the calculation gives -3123.8592 hartree.